A molecular structure, C40H52BCsN5O2PSi, computed with the ωB97M-V functional and the def2-TZVPD basis.

Summary:
Kohn-Sham gap ... 4.575 eV
Charge ... -2
Energy relative to the best compared isomer or geometry (same formula, charge and spin) ... 0.2657 eV
HOMO ... -0.94 eV

Last column: Mulliken charge in e.
Geometry (Å):
Cs -1.118 -0.053 -1.025  0.70
P 2.201 -0.265 1.711  2.25
Si -1.637 2.710 -4.124  -0.24
O 0.891 -2.095 -2.321  -0.27
O 1.602 0.715 -2.774  0.08
N -2.520 2.086 -2.851  0.52
N -2.800 -2.597 -1.730  -0.23
N -2.854 -2.758 1.585  -0.01
N -3.582 -3.199 -0.817  0.04
N -1.940 -1.768 1.562  0.25
C 4.338 -0.025 4.285  -1.54
C 2.190 -0.410 -3.382  -1.15
C -0.923 1.322 -5.194  -0.53
C -4.880 -3.041 -1.137  -0.26
C 3.297 4.068 0.692  -0.46
C -0.199 3.736 -3.469  -0.52
C -4.233 1.433 -1.298  -0.15
C -3.628 -2.655 2.679  -0.24
C 4.337 3.168 1.012  -1.08
C 1.125 -2.902 2.996  -1.23
C 2.653 1.475 1.529  0.32
C -3.619 -2.052 -2.626  -0.21
C -4.960 -2.303 -2.300  -0.93
C 4.177 -2.048 1.057  -0.68
C 0.236 2.034 1.239  -1.67
C -2.483 3.866 -5.383  -1.26
C 3.811 -1.126 2.041  0.02
C -4.890 2.624 -3.267  -0.11
C 6.158 -2.653 2.249  -0.69
C -3.819 2.063 -2.508  0.48
C 1.133 0.733 4.123  0.05
C -3.215 -1.557 3.410  -1.50
C -2.152 -1.040 2.656  0.07
C 4.647 -0.979 3.161  1.28
C 0.080 -0.596 5.819  -0.82
C 5.337 -2.805 1.143  -0.74
C 1.405 -0.404 3.369  0.80
C 0.473 0.645 5.341  -0.83
C 1.986 3.703 0.779  -1.14
C -5.552 1.363 -0.898  -0.76
C 0.328 -1.733 5.062  -0.86
C 5.806 -1.749 3.240  -0.74
C 2.205 -1.630 -2.479  0.69
C 1.566 2.383 1.197  2.05
C -6.571 1.927 -1.664  -0.62
C 0.746 -3.059 -1.294  -0.38
C -6.209 2.556 -2.852  -0.57
C 0.967 -1.658 3.828  0.33
C 2.527 1.436 -1.975  -0.16
C 3.980 1.892 1.415  -0.49
B -2.987 -3.843 0.469  0.06
H 1.049 -2.640 -0.328  0.17
H 3.629 -0.469 4.987  0.21
H -1.900 -4.315 0.212  -0.24
H 1.342 -3.956 -1.510  0.35
H -4.657 3.117 -4.202  0.12
H 4.772 1.181 1.625  0.18
H -5.651 -3.453 -0.507  0.42
H 3.222 -0.185 -3.686  0.41
H -0.017 -2.699 5.414  0.34
H -3.778 -4.671 0.882  -0.23
H -2.971 4.704 -4.876  0.32
H 0.532 3.988 -4.244  0.29
H -0.354 0.629 -4.570  -0.21
H -3.474 0.964 -0.683  -0.38
H 2.975 0.809 -1.197  0.10
H -3.612 -1.187 4.340  0.45
H 2.832 -2.406 -2.947  0.38
H 5.589 -3.508 0.359  0.44
H -1.736 0.763 -5.668  0.39
H 3.544 5.073 0.361  0.33
H -5.844 -1.965 -2.813  0.37
H 2.170 -3.104 2.756  0.19
H 7.068 -3.234 2.342  0.33
H 0.321 3.199 -2.673  -0.25
H -1.529 -0.184 2.871  0.36
H 3.515 -2.181 0.211  0.12
H 5.377 3.457 0.931  0.35
H -0.441 -0.680 6.765  0.36
H -0.583 4.669 -3.044  0.35
H 3.322 1.861 -2.600  0.36
H 5.250 0.225 4.830  0.54
H -1.751 4.278 -6.086  0.32
H 0.573 -2.790 2.059  0.01
H -5.790 0.847 0.026  0.38
H -0.260 1.703 -5.978  0.28
H 0.718 -3.768 3.521  0.48
H 3.891 0.893 3.908  0.18
H 1.608 -0.643 -4.276  0.36
H -0.094 1.100 1.674  -0.64
H 1.989 2.241 -1.483  -0.28
H -7.607 1.870 -1.351  0.33
H 1.443 1.699 3.739  0.26
H -3.243 3.337 -5.965  0.32
H 2.652 -1.376 -1.509  -0.52
H -4.416 -3.368 2.856  0.45
H -3.209 -1.469 -3.439  0.53
H -6.977 3.002 -3.478  0.35
H 1.207 4.410 0.511  0.38
H -0.533 2.719 0.899  0.06
H 6.453 -1.629 4.103  0.40
H 0.260 1.543 5.908  0.40
H -0.306 -3.337 -1.258  0.11


A molecular structure, C40H52N5O2ReSi, computed with the ωB97M-V functional and the def2-TZVPD basis.

Summary:
Kohn-Sham gap (spin up / spin down) ... 6.409 / 6.455 eV
Charge ... +1
Spin multiplicity ... 4
HOMO (spin up / spin down) ... -10.80 / -11.29 eV

Last column: Mulliken spin population.
Geometry (Å):
Re -0.099 -0.008 0.272  2.52
Si -2.735 1.220 2.447  0.02
O -0.372 -3.687 -1.595  0.04
O 2.665 2.548 -1.482  0.06
N -1.162 0.492 2.000  0.07
N 0.902 1.731 -0.202  0.06
N -0.832 -1.829 -0.274  0.03
N 1.198 -0.603 -1.228  -0.05
N 0.875 -0.337 2.012  0.06
C -2.624 3.046 2.169  -0.01
C -4.450 -2.647 -0.527  -0.01
C 2.119 0.263 -1.659  0.06
C 1.981 -2.298 -2.655  -0.01
C -2.156 -2.342 0.058  0.08
C -3.174 0.846 4.208  0.00
C 1.097 -1.844 -1.711  0.05
C 3.257 3.536 1.856  0.00
C 1.280 -0.288 4.661  0.03
C -0.595 5.566 0.661  0.01
C 3.084 -1.224 1.446  0.03
C -3.621 -3.471 1.565  -0.01
C 1.553 3.406 3.703  0.00
C -3.996 0.483 1.334  -0.01
C -4.671 -3.281 0.682  0.01
C -2.481 2.958 -2.222  0.00
C -2.986 -1.564 -2.254  0.01
C -1.173 -3.371 2.166  0.04
C -1.000 4.889 -0.475  -0.01
C -0.226 3.448 -3.250  0.00
C -0.653 -4.769 1.810  0.00
C 0.816 3.707 1.287  0.01
C -3.137 -2.642 -3.335  0.00
C -3.188 -2.170 -0.870  -0.03
C -2.342 -3.017 1.264  -0.02
C 2.972 -1.421 -3.098  0.02
C 1.956 1.652 -1.090  0.00
C 2.078 -0.773 2.454  0.01
C 3.038 -0.118 -2.608  -0.01
C -3.935 -0.396 -2.538  0.00
C 1.837 3.093 2.234  0.04
C 0.300 4.974 1.538  -0.01
C -1.508 -3.283 3.652  0.01
C -0.513 3.617 -0.760  -0.10
C -0.102 -2.590 -1.184  -0.02
C 0.404 3.054 0.123  0.10
C -0.137 0.118 2.806  -0.13
C 0.071 0.157 4.192  -0.01
C 2.292 -0.761 3.803  0.01
C -0.961 2.900 -2.023  0.06
H -5.658 -3.651 0.927  0.00
H -2.704 1.532 4.920  0.00
H -1.435 -5.515 1.978  0.00
H -0.698 1.843 -1.923  0.01
H -2.243 -4.034 3.947  0.00
H 3.237 -1.112 4.194  0.00
H -2.809 3.964 -2.493  0.00
H -2.464 -3.481 -3.161  0.00
H -1.904 -2.301 3.915  0.00
H -0.358 -4.832 0.761  0.00
H 1.870 -3.303 -3.040  0.00
H -4.163 -0.574 1.560  0.00
H 2.648 -1.966 0.772  -0.01
H 1.664 4.470 3.920  0.00
H 3.433 -0.376 0.849  0.00
H -2.949 -0.180 4.508  0.00
H -3.799 -4.001 2.493  0.00
H -3.773 -0.027 -3.553  0.00
H -4.257 0.979 4.296  0.00
H -0.698 0.529 4.853  0.00
H -0.986 6.555 0.870  0.00
H -3.712 0.559 0.281  0.01
H -3.581 3.438 1.807  0.00
H -1.858 3.289 1.428  0.01
H 1.468 -0.266 5.728  0.00
H -3.020 2.660 -1.319  0.01
H -4.980 -0.702 -2.462  0.00
H -3.784 0.439 -1.853  0.00
H -2.931 -2.223 -4.323  0.00
H -4.943 1.018 1.459  0.00
H 3.944 -1.670 1.939  0.00
H -1.702 5.360 -1.154  0.00
H -2.377 3.582 3.092  0.00
H -0.478 2.869 -4.141  0.00
H -5.271 -2.532 -1.226  0.00
H 0.599 5.508 2.431  0.00
H 3.677 -1.748 -3.851  0.00
H -1.969 -1.172 -2.319  0.00
H -4.160 -3.025 -3.341  0.00
H 2.265 2.874 4.340  0.00
H -0.610 -3.458 4.250  0.00
H -2.778 2.292 -3.036  0.00
H 1.788 2.011 2.112  -0.02
H 3.461 3.373 0.798  0.00
H -0.529 4.484 -3.425  0.00
H 0.542 3.104 3.994  0.00
H 4.000 2.991 2.447  0.00
H 3.769 0.604 -2.946  0.00
H 3.383 4.603 2.059  0.00
H -0.370 -2.666 1.965  -0.01
H 0.207 -5.032 2.434  0.00
H 0.860 3.436 -3.116  0.00